The following is a quantum chemistry calculation of an isolated molecule of C32H36BF3O4, from the OMol25 dataset.

Last column: Mulliken charge in e.
Cartesian coordinates (Å):
C (-5.33496, -2.44084, 3.10408)  -1.73
C (-5.69296, -1.03018, 3.45773)  1.47
C (-7.08024, -0.65633, 2.95157)  -2.01
C (-5.43854, -0.60518, 4.94956)  1.59
C (-6.66310, -0.69725, 5.81829)  -1.95
C (-4.33753, -1.37081, 5.68375)  -1.25
O (-5.08990, 0.77766, 4.80901)  -0.70
B (-4.71033, 0.95221, 3.50826)  0.82
C (1.15966, -2.14071, 3.38687)  -1.41
C (1.88431, -2.67254, 4.48644)  0.05
C (3.28299, -2.59179, 4.44645)  -0.67
C (3.88826, -2.14861, 3.27052)  0.26
C (5.31715, -1.66229, 3.27992)  0.84
F (6.06650, -2.19530, 2.26561)  -0.28
F (5.33966, -0.29625, 3.10477)  -0.24
F (5.96106, -1.92820, 4.45579)  -0.29
C (3.16071, -2.07040, 2.08181)  -0.92
C (1.78128, -2.16614, 2.14070)  -0.82
C (-0.19683, -1.37966, 3.45697)  0.37
C (-1.33630, -2.28896, 2.76204)  0.16
C (-1.41505, -3.01763, 3.99402)  -0.86
O (-4.85814, -0.15634, 2.70653)  -0.15
H (-6.05483, -3.10180, 3.58388)  0.43
H (-5.39996, -2.58292, 2.02620)  0.40
H (-4.32778, -2.72062, 3.42137)  0.24
H (-7.81068, -1.35446, 3.35094)  0.40
H (-7.31870, 0.38202, 3.21876)  0.36
H (-7.06232, -0.69975, 1.85626)  0.40
H (-6.94594, -1.74748, 5.90952)  0.35
H (-6.46048, -0.31343, 6.81724)  0.48
H (-7.50077, -0.14610, 5.39437)  0.39
H (-4.63916, -2.41063, 5.89919)  0.37
H (-3.39101, -1.40022, 5.13140)  -0.55
H (-4.14440, -0.90644, 6.66115)  0.54
H (1.36270, -3.05746, 5.37588)  0.40
H (3.86266, -2.82309, 5.33869)  0.44
H (3.67282, -1.87598, 1.14599)  0.48
H (1.21102, -2.12777, 1.21316)  0.48
H (-0.38006, -1.28475, 4.58067)  0.52
H (-2.26925, -1.75858, 2.48963)  -0.13
H (-0.96581, -2.84976, 1.87779)  0.44
H (-0.76905, -3.87988, 4.09614)  0.42
H (-2.02618, -2.64784, 4.80805)  0.25
C (2.87598, 5.01593, 6.11147)  -0.83
O (3.19768, 3.71037, 5.55396)  -0.44
C (2.22799, 2.88079, 5.07405)  0.42
C (2.54819, 1.51299, 4.99022)  -0.91
C (1.65562, 0.62494, 4.43827)  -0.01
C (0.48992, 1.02279, 3.78440)  -0.33
C (-0.25517, -0.02255, 2.91456)  1.86
C (-1.66838, 0.55269, 2.52326)  0.32
C (-2.08062, 0.56304, 1.16355)  -0.11
C (-3.10417, 1.41502, 0.72893)  0.36
C (-3.81637, 2.16719, 1.66066)  -0.66
O (-4.70390, 3.02594, 1.12136)  -0.60
C (-4.69344, 2.80230, -0.35655)  -0.42
C (-3.62097, 1.76486, -0.63988)  -0.68
C (-3.61558, 2.01159, 3.12324)  0.20
C (-2.42423, 1.20022, 3.47260)  -1.76
C (0.17506, 2.39102, 3.89278)  -0.27
C (0.98481, 3.30272, 4.56008)  -0.96
H (3.77294, 5.26978, 6.68232)  0.25
H (2.72151, 5.73810, 5.29559)  0.30
H (1.99916, 4.96010, 6.77578)  0.35
H (3.50623, 1.17697, 5.37349)  0.49
H (1.90957, -0.41951, 4.52845)  0.12
H (0.25212, -0.09381, 1.94545)  0.53
H (-1.58256, -0.08208, 0.43899)  0.44
H (-5.71286, 2.48792, -0.60732)  0.29
H (-4.51058, 3.77244, -0.84365)  0.28
H (-2.86438, 2.18187, -1.31125)  0.30
H (-4.08668, 0.90715, -1.12800)  0.24
H (-3.85531, 2.93485, 3.69108)  0.43
H (-2.12713, 1.12036, 4.52786)  0.66
H (-0.74976, 2.79202, 3.49037)  0.33
H (0.66767, 4.33667, 4.67086)  0.41

Results
**Orbital gap**: 3.212 eV
**HOMO**: -0.16298 Eh
**Energy above the lowest of the compared OMol25 structures with the same formula, charge and spin**: 188.0 kJ/mol
**E**: -1866.219771 Eh